1.
H2N2O3S | ωB97M-V/def2-TZVPD

Element x y z (Å)
N -1.24 0.95 -1.73
N 1.04 -0.48 1.39
O 0.36 -1.52 1.40
O 2.09 -0.25 1.89
O 0.54 0.58 0.67
S -0.45 -0.06 -0.91
H -0.84 1.47 -2.50
H -1.51 -0.70 -0.22

Results
**Calculated total energy**: -19983.8993 eV
**Kohn-Sham gap**: 9.709 eV
**Energy above the lowest of the compared OMol25 structures with the same formula, charge and spin**: 3.991 eV
**HOMO energy**: -10.41 eV
**LUMO level**: -0.6965 eV

***

2.
H2N2O3S | ωB97M-V/def2-TZVPD

Element x y z (Å)
N 0.06 0.40 0.24
N 2.57 -0.37 1.33
O 2.75 0.78 0.93
O 3.27 -1.11 1.97
O 1.47 -0.90 1.01
S -0.47 -0.29 -1.03
H 0.47 1.28 0.21
H -1.34 -1.04 -0.53

Results
**Calculated total energy**: -19982.6996 eV
**Kohn-Sham gap (spin up / spin down)**: 7.302 / 8.166 eV
**Energy above the lowest of the compared OMol25 structures with the same formula, charge and spin**: 5.190 eV
**HOMO energy (spin up / spin down)**: -9.60 / -10.27 eV
**LUMO level (spin up / spin down)**: -2.2963 / -2.1007 eV

***

3.
H2N2O3S | ωB97M-V/def2-TZVPD

Element x y z (Å)
N -0.16 0.05 -0.07
N -1.71 -1.53 -2.21
O -2.49 0.15 -0.95
O -2.61 -1.88 -2.81
O -1.66 -1.96 -0.09
S -1.79 -0.50 0.27
H 0.41 0.33 0.70
H 0.35 -0.64 -0.68

Results
**Calculated total energy**: -19985.9204 eV
**Kohn-Sham gap (spin up / spin down)**: 7.385 / 7.391 eV
**Energy above the lowest of the compared OMol25 structures with the same formula, charge and spin**: 1.969 eV
**HOMO energy (spin up / spin down)**: -9.32 / -9.32 eV
**LUMO level (spin up / spin down)**: -1.9317 / -1.9283 eV

***

4.
H2N2O3Si | ωB97M-V/def2-TZVPD

Element x y z (Å)
O -0.40 1.19 1.48
Si -0.42 0.35 0.21
H -0.57 0.55 -1.24
H -0.76 -1.05 0.58
O 2.22 3.38 2.69
N 2.11 2.47 2.00
N 2.66 1.89 1.16
O 2.37 1.08 0.32

Results
**Calculated total energy**: -17026.0775 eV
**Kohn-Sham gap (spin up / spin down)**: 8.575 / 8.578 eV
**Energy above the lowest of the compared OMol25 structures with the same formula, charge and spin**: 2.305 eV
**HOMO energy (spin up / spin down)**: -10.00 / -10.00 eV
**SMILES string**: O=[SiH2].O=NN=O
**LUMO level (spin up / spin down)**: -1.4199 / -1.4168 eV

***

Q: Which value of calculated total energy does entry 2 give?
A: -19982.6996 eV

***

Please write out number 1 again, unchanged.
H2N2O3S | ωB97M-V/def2-TZVPD

Element x y z (Å)
N -1.24 0.95 -1.73
N 1.04 -0.48 1.39
O 0.36 -1.52 1.40
O 2.09 -0.25 1.89
O 0.54 0.58 0.67
S -0.45 -0.06 -0.91
H -0.84 1.47 -2.50
H -1.51 -0.70 -0.22

Results
**Calculated total energy**: -19983.8993 eV
**Kohn-Sham gap**: 9.709 eV
**Energy above the lowest of the compared OMol25 structures with the same formula, charge and spin**: 3.991 eV
**HOMO energy**: -10.41 eV
**LUMO level**: -0.6965 eV